# C27H35BN3O3

A cluster of 2 separate species, C27H35BN3O3 in total in a non-equilibrium geometry (the ωB97M-V functional and the def2-TZVPD basis, the OMol25 dataset).

XYZ file:
```
69
Properties=species:S:1:pos:R:3:nbo_charge:R:1
C 4.4742 -6.2988 -1.3171 -0.26
O 3.5670 -6.2947 -2.4391 -0.47
C 2.4104 -5.6050 -2.3564 0.38
C 1.5812 -5.6267 -3.4953 -0.28
C 0.4208 -4.8916 -3.5060 0.10
N 0.0351 -4.1309 -2.4458 -0.41
B -1.2549 -3.1853 -2.4976 -0.21
H -1.1291 -2.3278 -1.5858 -0.10
C 0.7868 -4.1862 -1.3185 0.11
C 1.9850 -4.8594 -1.2370 -0.34
H 5.2928 -6.9364 -1.6523 0.22
H 4.8441 -5.2831 -1.1030 0.18
H 3.9962 -6.7289 -0.4221 0.19
H 1.9034 -6.2111 -4.3516 0.25
H -0.2273 -4.8956 -4.3871 0.24
H -1.2530 -2.6156 -3.5778 -0.03
H -2.2451 -3.8549 -2.2533 -0.03
H 0.3843 -3.6417 -0.4624 0.21
H 2.5781 -4.7918 -0.3310 0.23
C -5.5105 5.3314 -2.2608 -0.08
C -4.8078 3.9833 -2.1422 -0.25
N -4.9340 3.4548 -0.7844 -0.43
C -4.0337 2.4560 -0.4193 0.37
C -4.4410 1.2880 0.2648 -0.30
C -3.5274 0.2688 0.4979 -0.09
C -2.1400 0.4691 0.2514 -0.19
C -1.1687 -0.5147 0.5706 0.10
C 0.0960 -0.1601 1.1059 -0.12
C 0.3142 1.0558 1.8385 -0.11
C 1.5479 1.3504 2.3963 -0.32
C 2.6665 0.5288 2.1151 0.37
N 3.9421 0.8195 2.5886 -0.42
C 5.0538 0.5923 1.6707 -0.25
C 6.3871 0.5000 2.4093 -0.08
O 6.5616 1.5198 3.3899 -0.52
C 5.4746 1.6618 4.3031 -0.07
C 4.1437 1.8775 3.5766 -0.26
C 2.4672 -0.6513 1.3473 -0.29
C 1.2089 -1.0228 0.9354 -0.11
C -1.7308 1.7214 -0.2961 -0.13
C -2.6596 2.6622 -0.6918 -0.28
C -6.2914 3.4109 -0.2606 -0.26
C -6.9167 4.8003 -0.3797 -0.07
O -6.8263 5.3217 -1.7062 -0.52
H -4.8954 6.1184 -1.7803 0.17
H -5.6725 5.5762 -3.3231 0.21
H -5.2556 3.2776 -2.8736 0.19
H -3.7542 4.0995 -2.3967 0.22
H -5.4762 1.1808 0.5937 0.24
H -3.8520 -0.6819 0.9143 0.23
H -1.4047 -1.5679 0.4229 0.25
H -0.5059 1.7642 1.9425 0.23
H 1.6690 2.2449 3.0116 0.24
H 4.8976 -0.3350 1.1240 0.21
H 5.1187 1.4113 0.9249 0.20
H 6.4895 -0.4977 2.8807 0.17
H 7.2151 0.6708 1.7027 0.21
H 5.4138 0.7760 4.9661 0.18
H 5.7418 2.5545 4.8914 0.21
H 4.1694 2.8750 3.0957 0.20
H 3.3319 1.8704 4.3074 0.22
H 3.3086 -1.2972 1.0943 0.22
H 1.0522 -1.9536 0.3891 0.22
H -0.6722 1.9227 -0.4415 0.23
H -2.3325 3.5909 -1.1594 0.23
H -6.9119 2.6800 -0.8143 0.19
H -6.2698 3.1174 0.7911 0.22
H -7.9996 4.7487 -0.1817 0.21
H -6.4310 5.4946 0.3366 0.17
```

Its LUMO energy is -4.54 eV. The value obtained for the energy is -39847.8110 eV. As for the charge: +1. The value obtained for the HOMO-LUMO gap is 0.222 hartree. Its highest occupied orbital energy is -10.59 eV.